w:
Below is a 2-piece molecular cluster, C4H10N2O2 overall, with properties calculated with ωB97M-V with the def2-TZVPD basis set.

Last column: Mulliken charge in e.
CARTESIAN COORDINATES (ANGSTROEM)
N  2.328  0.344  -1.909  -0.548
C  1.142  0.846  -1.298  0.684
O  0.028  0.375  -1.923  -0.435
O  1.112  1.514  -0.300  -0.496
H  3.118  0.239  -1.276  0.230
H  2.606  0.793  -2.768  0.225
H  0.405  -0.316  -2.519  0.331
C  -0.130  -0.896  3.018  -0.990
C  -0.952  -1.204  1.785  -0.146
C  -1.320  -0.301  0.850  -0.223
N  -2.290  -0.513  -0.141  -0.483
H  0.483  0.023  2.858  0.285
H  -0.852  -0.810  3.901  0.230
H  0.509  -1.791  3.218  0.280
H  -1.384  -2.211  1.848  0.244
H  -0.968  0.720  0.924  0.353
H  -2.998  0.208  -0.045  0.238
H  -2.737  -1.453  -0.137  0.220

- SMILES string = C/C=C/N.NC(=O)O
- HOMO-LUMO gap (eV) = 8.382
- HOMO level (eV) = -7.680

x:
Below is one molecule with the formula C4H10N2O2, with properties calculated with ωB97M-V with the def2-TZVPD basis set.

Last column: Mulliken charge in e.
CARTESIAN COORDINATES (ANGSTROEM)
O  1.987  0.387  1.365  -0.635
C  1.217  0.967  0.571  0.343
O  1.387  2.300  0.580  -0.499
C  0.054  0.500  -0.364  0.362
C  -0.579  -0.768  0.195  -0.718
C  -2.002  -0.950  -0.411  -0.432
N  -2.392  -2.385  -0.050  -0.597
N  0.692  0.221  -1.619  -0.621
H  2.088  2.736  1.154  0.364
H  -0.624  1.384  -0.436  0.337
H  -0.021  -1.772  0.025  0.350
H  -0.800  -0.661  1.359  0.242
H  -2.240  -0.793  -1.442  0.375
H  -2.558  -0.261  0.184  0.257
H  -2.482  -3.024  -0.729  0.198
H  -1.828  -2.786  0.579  0.223
H  0.699  -0.645  -2.136  0.222
H  0.528  0.982  -2.384  0.230

- SMILES string = NCC[C@H](N)C(=O)O
- HOMO-LUMO gap (eV) = 9.890
- HOMO level (eV) = -9.140

y:
Below is a 2-piece molecular cluster, C4H10N2O2 overall, with properties calculated with ωB97M-V with the def2-TZVPD basis set.

Last column: Mulliken charge in e.
CARTESIAN COORDINATES (ANGSTROEM)
C  -0.691  0.376  -1.986  -0.951
C  0.560  -0.016  -1.716  0.795
O  0.770  -1.302  -1.225  -0.512
C  1.805  0.791  -1.940  -1.089
H  -0.892  1.370  -2.399  0.241
H  -1.566  -0.274  -1.828  0.297
H  1.470  -1.245  -0.579  0.321
H  1.609  1.740  -2.473  0.312
H  2.284  1.036  -0.968  0.296
H  2.564  0.232  -2.550  0.283
N  -1.600  -1.352  2.046  -0.446
C  -0.539  -0.497  2.350  0.589
N  -0.872  0.842  2.220  -0.509
O  0.576  -0.893  2.690  -0.625
H  -1.449  -2.287  2.408  0.250
H  -2.528  -1.015  2.238  0.234
H  -0.082  1.449  2.300  0.258
H  -1.419  1.044  1.413  0.255

- SMILES string = C=C(C)O.NC(N)=O
- HOMO-LUMO gap (eV) = 9.761
- HOMO level (eV) = -9.055

z:
Below is C4H10N2O2 as an isolated structure, with properties calculated with ωB97M-V with the def2-TZVPD basis set.

Last column: Mulliken charge in e.
CARTESIAN COORDINATES (ANGSTROEM)
C  0.166  2.303  0.345  0.419
C  -0.043  3.884  0.007  -0.787
C  0.027  -2.382  -0.376  0.433
C  0.165  -3.804  -0.468  -0.741
H  0.767  0.852  1.867  0.326
H  0.968  2.570  2.630  0.338
H  -0.432  4.274  -1.234  0.267
H  0.543  4.768  0.675  0.234
H  -1.140  3.837  0.363  0.240
H  -0.849  -0.951  -1.199  0.314
H  -1.823  -2.540  -1.460  0.300
H  -0.528  -4.705  -1.133  0.246
H  0.292  -4.325  0.538  0.285
H  1.303  -3.820  -0.620  0.235
N  1.088  1.926  1.391  -0.595
N  -0.819  -1.864  -1.300  -0.447
O  -0.473  1.642  -0.409  -0.447
O  0.789  -1.666  0.381  -0.619

- HOMO-LUMO gap (eV) = 9.898
- HOMO level (eV) = -9.592

Of them, y has the highest stability.

w:
Below is one molecule with the formula C4H10N2O2, with properties calculated with ωB97M-V with the def2-TZVPD basis set.

Last column: Mulliken charge in e.
CARTESIAN COORDINATES (ANGSTROEM)
N  0.927  2.247  0.516  -0.648
C  1.407  1.043  1.236  -0.753
C  1.256  -0.133  0.142  0.337
N  -0.165  -0.168  -0.237  -0.161
C  -0.684  -1.341  -0.771  -0.596
C  -2.330  -1.166  -0.853  -0.236
O  -2.524  -0.060  -1.489  -0.562
O  1.827  -1.219  0.409  -0.656
H  1.070  3.122  1.013  0.250
H  0.158  1.786  1.145  0.336
H  1.058  0.524  2.148  0.291
H  2.486  0.999  1.457  0.408
H  1.653  0.341  -0.794  0.268
H  -0.281  -2.141  -0.154  0.419
H  -0.292  -1.346  -1.789  0.358
H  -2.566  -1.103  0.214  0.264
H  -2.652  -2.061  -1.398  0.305
H  -0.349  0.676  -0.794  0.376

- HOMO-LUMO gap (eV) = 4.817
- HOMO level (eV) = -8.327

x:
Below is one molecule with the formula C4H10N2O2, with properties calculated with ωB97M-V with the def2-TZVPD basis set.

Last column: Mulliken charge in e.
CARTESIAN COORDINATES (ANGSTROEM)
C  -0.353  0.023  0.168  0.956
C  0.425  1.277  0.492  -0.872
C  0.404  -2.249  0.920  -0.719
C  -0.316  -0.353  -1.303  -1.501
O  0.486  -0.861  1.117  -0.393
O  -1.667  0.034  0.577  -0.526
N  -0.352  2.468  -0.119  0.062
N  0.104  3.099  -1.036  -0.430
H  -1.754  0.504  1.416  0.360
H  1.029  2.770  -1.419  0.238
H  0.423  1.467  1.566  0.351
H  1.434  1.238  0.058  0.491
H  0.475  -2.836  1.837  0.284
H  -0.540  -2.535  0.436  0.296
H  1.181  -2.673  0.273  0.251
H  0.706  -0.399  -1.672  0.337
H  -0.776  -1.330  -1.433  0.385
H  -0.907  0.355  -1.878  0.430

- SMILES string = [H]/N=N\C[C@](C)(O)OC
- HOMO-LUMO gap (eV) = 9.781
- HOMO level (eV) = -8.945

y:
Below is a 2-piece molecular cluster, C4H10N2O2 overall, with properties calculated with ωB97M-V with the def2-TZVPD basis set.

Last column: Mulliken charge in e.
CARTESIAN COORDINATES (ANGSTROEM)
C  0.335  0.579  2.339  -0.848
C  0.956  1.138  1.094  0.707
O  1.572  0.453  0.292  -0.723
N  0.720  2.451  0.859  -0.409
H  -0.179  1.332  2.937  0.335
H  1.122  0.129  2.952  0.285
H  1.069  2.924  0.041  0.222
H  0.313  3.090  1.519  0.175
H  -0.337  -0.248  2.129  0.188
C  -1.573  -1.050  -1.122  -0.853
C  -0.606  -1.662  -2.110  0.625
O  -0.971  -2.311  -3.076  -0.649
N  0.691  -1.413  -1.829  -0.263
H  1.412  -1.853  -2.371  0.198
H  0.921  -0.819  -1.043  0.255
H  -1.631  -1.671  -0.226  0.212
H  -2.584  -1.013  -1.526  0.311
H  -1.232  -0.055  -0.860  0.232

- SMILES string = CC(N)=O.CC(N)=O
- HOMO-LUMO gap (eV) = 9.769
- HOMO level (eV) = -9.239

z:
Below is one molecule with the formula C4H10N2O2, with properties calculated with ωB97M-V with the def2-TZVPD basis set.

Last column: Mulliken charge in e.
CARTESIAN COORDINATES (ANGSTROEM)
O  1.126  -1.544  1.831  -0.508
C  1.556  -0.615  1.142  -0.190
C  0.671  -0.143  -0.042  0.344
C  0.802  1.237  -0.626  -0.544
O  0.259  2.373  0.005  -0.474
N  -0.647  -0.393  0.420  -0.339
C  -1.804  -0.230  -0.491  -0.586
N  -1.647  -0.760  -1.896  -0.613
H  2.442  -0.150  1.608  0.365
H  0.970  -0.959  -0.926  0.127
H  1.924  1.455  -0.604  0.336
H  0.444  1.203  -1.730  0.272
H  0.016  2.168  0.883  0.314
H  -0.791  -1.137  1.182  0.288
H  -2.520  -0.857  0.010  0.441
H  -2.133  0.829  -0.603  0.234
H  -0.743  -0.801  -2.171  0.278
H  -1.976  -1.794  -1.906  0.254

- SMILES string = NCN[C@H](C=O)CO
- HOMO-LUMO gap (eV) = 9.423
- HOMO level (eV) = -8.939

Of them, y has the highest stability.

w:
Below is C4H10N2O2 as an isolated structure, with properties calculated with ωB97M-V with the def2-TZVPD basis set.

Last column: Mulliken charge in e.
CARTESIAN COORDINATES (ANGSTROEM)
C  -0.141  0.906  0.529  -0.387
C  0.249  0.360  -2.256  -0.769
C  -1.647  1.030  0.436  -1.021
O  0.297  -0.066  -0.929  -0.318
H  0.123  0.990  1.585  0.449
H  0.386  1.748  0.084  0.269
H  -0.666  0.936  -2.462  0.257
H  0.205  -0.539  -2.884  0.266
H  1.122  0.966  -2.536  0.265
H  -2.162  0.200  0.919  0.264
H  -2.003  1.966  0.874  0.358
H  -1.965  1.069  -0.607  0.274
O  0.208  -2.571  0.044  -0.318
N  1.256  -1.720  0.321  -0.267
N  1.693  -0.786  2.510  -0.669
C  1.241  -1.014  1.378  0.719
H  -0.606  -2.044  0.163  0.346
H  2.410  -1.434  2.830  0.282

- HOMO-LUMO gap (alpha / beta) (eV) = 8.584 / 8.584
- HOMO level (alpha / beta) (eV) = -8.557 / -8.557

x:
Below is a 3-piece molecular cluster, C4H10N2O2 overall, with properties calculated with ωB97M-V with the def2-TZVPD basis set.

Last column: Mulliken charge in e.
CARTESIAN COORDINATES (ANGSTROEM)
C  0.743  0.155  -1.602  0.204
C  0.268  -0.989  -0.675  -0.678
C  0.800  -0.567  0.668  -0.484
N  2.247  -0.693  0.630  -0.542
N  1.891  0.578  -1.556  -0.368
C  -2.048  0.435  1.146  0.076
O  -2.028  1.124  0.100  -0.598
O  -1.992  -0.796  1.292  -0.616
H  0.068  0.513  -2.382  0.501
H  0.783  3.472  -2.344  0.205
H  -0.814  -1.165  -0.687  0.337
H  0.851  -1.886  -0.886  0.410
H  0.385  -1.173  1.481  0.513
H  0.429  0.459  0.873  0.335
H  2.585  -0.169  -0.237  0.241
H  2.626  -0.368  1.514  0.270
H  -2.053  1.080  2.069  0.384
H  0.190  3.139  -2.077  -0.190

- HOMO-LUMO gap (eV) = 3.958
- HOMO level (eV) = -8.416

Of them, x has the highest stability.

w:
Below is a 2-piece molecular cluster, C5H14 overall, with properties calculated with ωB97M-V with the def2-TZVPD basis set.

Last column: Mulliken charge in e.
CARTESIAN COORDINATES (ANGSTROEM)
C  -0.043  1.384  1.981  -0.608
C  -0.930  2.666  2.011  -0.922
H  -0.289  0.858  2.900  0.308
H  -0.519  0.746  1.234  0.049
H  1.005  1.574  1.800  0.311
H  -0.805  3.164  1.058  0.283
H  -0.666  3.370  2.804  0.291
H  -1.958  2.398  2.246  0.286
C  0.909  -1.704  -1.731  -0.195
C  0.475  -0.206  -1.629  -0.926
C  -0.125  -2.632  -1.065  -1.142
H  1.002  -1.881  -2.800  0.270
H  1.864  -1.748  -1.217  0.266
H  -0.381  -0.002  -0.986  0.151
H  0.185  0.225  -2.582  0.346
H  -0.030  -2.624  0.018  0.289
H  -1.102  -2.258  -1.362  0.323
H  1.366  0.334  -1.308  0.289
H  0.042  -3.664  -1.371  0.332

- SMILES string = CCC.CC
- HOMO-LUMO gap (eV) = 12.439
- HOMO level (eV) = -11.296

x:
Below is a 2-piece molecular cluster, C5H14 overall, with properties calculated with ωB97M-V with the def2-TZVPD basis set.

Last column: Mulliken charge in e.
CARTESIAN COORDINATES (ANGSTROEM)
C  -2.197  -0.456  0.986  -0.643
C  -2.659  0.763  1.780  -0.931
H  -1.638  -0.080  0.117  0.133
H  -1.468  -1.033  1.550  0.234
H  -3.006  -1.024  0.543  0.348
H  -1.805  1.233  2.249  0.280
H  -3.436  0.529  2.507  0.292
H  -3.096  1.544  1.159  0.286
C  1.851  0.393  -0.754  -0.180
C  1.989  0.113  -2.244  -1.127
C  1.402  -0.799  0.078  -1.169
H  2.791  0.772  -0.382  0.291
H  1.219  1.267  -0.568  0.276
H  2.751  0.758  -2.680  0.338
H  0.638  -1.360  -0.464  0.311
H  2.244  -1.454  0.279  0.393
H  1.067  0.261  -2.806  0.290
H  2.350  -0.898  -2.405  0.312
H  1.003  -0.527  1.053  0.267

- SMILES string = CCC.CC
- HOMO-LUMO gap (eV) = 12.355
- HOMO level (eV) = -11.250

Of them, x has the highest stability.